# 1
ORCA calculation (ωB97M-V/def2-TZVPD) on a 2-piece molecular cluster, C2H6N2O2 overall in a non-equilibrium geometry.

Output
* HOMO-LUMO gap: 7.0 eV
* HOMO energy: -8.3711 eV
* M: 90.08 g/mol
* E: -9244.57985 eV

Each atom is followed by the atoms it is bonded to, with distances in Å.
Positions of all 12 atoms, in Å:
1 O 0.971 -0.613 -1.992  C11 1.295
2 H -1.783 0.146 1.231  N7 1.027
3 H -0.723 -0.616 0.253  N7 1.074
4 H 1.260 2.037 0.366  N12 0.963
5 C -0.067 1.104 1.447  N7 1.393, H8 1.088, N12 1.381
6 H 1.192 0.375 0.100  N12 1.079
7 N -0.779 -0.061 1.170  H2 1.027, H3 1.074, C5 1.393
8 H -0.388 1.566 2.378  C5 1.088
9 O -1.072 -1.285 -1.346  C11 1.266
10 H 0.192 -2.328 -2.516  C11 1.033
11 C 0.043 -1.512 -1.901  O1 1.295, O9 1.266, H10 1.033
12 N 1.155 1.188 0.809  H4 0.963, C5 1.381, H6 1.079

These are the Mulliken partial charges, in e, on atoms 1 to 2: O -0.67; H 0.30

# 2
ORCA calculation (ωB97M-V/def2-TZVPD) on a 2-piece molecular cluster, C2H6N2O2 overall in a non-equilibrium geometry.

Output
* HOMO-LUMO gap: 9.6 eV
* HOMO energy: -10.5437 eV
* M: 90.08 g/mol
* SMILES string: [H]/N=C\ON=O.C
* E: -9242.42483 eV

Each atom is followed by the atoms it is bonded to, with distances in Å.
Positions of all 12 atoms, in Å:
1 O 1.585 2.470 1.969  N3 1.429, C6 1.346
2 H 0.471 -1.245 0.545  C12 1.097
3 N 1.315 3.872 1.922  O1 1.429, O7 1.205
4 H -0.199 -2.545 -0.319  C12 1.124
5 H 0.965 0.694 1.427  C6 1.132
6 C 0.831 1.770 1.102  O1 1.346, H5 1.132, N9 1.233
7 O 1.568 4.474 2.935  N3 1.205
8 H -0.996 -0.985 -0.249  C12 1.060
9 N 0.037 2.127 0.228  C6 1.233, H10 1.096
10 H -0.259 3.181 0.182  N9 1.096
11 H 0.511 -1.074 -1.246  C12 1.076
12 C -0.049 -1.435 -0.401  H2 1.097, H4 1.124, H8 1.060, H11 1.076

These are the Mulliken partial charges, in e, on atoms 1 to 2: O -0.18; H 0.17

# 3
ORCA calculation (ωB97M-V/def2-TZVPD) on one molecule with the formula C2H6N2O2Si in a non-equilibrium geometry.

Output
* HOMO-LUMO gap: 9.4 eV
* HOMO energy: -8.5578 eV
* M: 118.17 g/mol
* SMILES string: C=NO[Si@@H]1ON1C
* E: -17120.28000 eV

Each atom is followed by the atoms it is bonded to, with distances in Å.
Positions of all 13 atoms, in Å:
1 C -3.036 1.688 -0.379  H3 1.187, H6 1.082, N9 1.254
2 H 1.200 0.421 -1.746  Si5 1.556
3 H -3.893 0.918 -0.094  C1 1.187
4 H 2.980 -1.434 0.004  C12 1.114
5 Si 0.235 -0.185 -0.687  H2 1.556, O7 1.656, N8 1.707, O13 1.615
6 H -3.646 2.575 -0.495  C1 1.082
7 O 0.321 -1.809 -0.377  Si5 1.656, N8 1.540
8 N 1.061 -0.901 0.623  Si5 1.707, O7 1.540, C12 1.461
9 N -1.797 1.606 -0.558  C1 1.254, O13 1.345
10 H 2.526 -1.851 1.641  C12 0.999
11 H 2.816 -0.291 1.486  C12 1.062
12 C 2.467 -1.136 0.947  H4 1.114, N8 1.461, H10 0.999, H11 1.062
13 O -1.235 0.400 -0.364  Si5 1.615, N9 1.345

These are the Mulliken partial charges, in e, on atoms 1 to 2: C -0.13; H -0.07

# 4
ORCA calculation (ωB97M-V/def2-TZVPD) on a 2-piece molecular cluster, C2H6N2O3 overall in a non-equilibrium geometry.

Output
* HOMO-LUMO gap (alpha / beta): 2.9 / 7.8 eV
* HOMO energy (alpha / beta): 0.5172 / -4.4980 eV
* M: 106.08 g/mol
* E: -11293.85517 eV
* total charge: -1
* multiplicity: 2
* ⟨S²⟩: 0.76

Each atom is followed by the atoms it is bonded to, with distances in Å.
Positions of all 13 atoms, in Å:
1 H 0.423 0.661 0.375  N13 1.011
2 C 0.150 -0.245 -1.749  H3 1.103, O5 1.262, N11 1.409
3 H -0.477 -0.588 -2.590  C2 1.103
4 H 0.795 -2.173 -1.404  N11 1.009
5 O 0.103 0.962 -1.384  C2 1.262
6 H -4.534 2.275 1.200  O7 0.962
7 O -4.134 2.838 1.868  H6 0.962, H12 0.963
8 H 1.634 0.347 1.604  N13 0.998
9 O 1.833 -2.163 0.761  C10 1.231
10 C 1.415 -1.129 0.239  O9 1.231, N11 1.415, N13 1.383
11 N 0.908 -1.225 -1.078  C2 1.409, H4 1.009, C10 1.415
12 H -3.564 3.478 1.429  O7 0.963
13 N 1.015 0.023 0.892  H1 1.011, H8 0.998, C10 1.383

These are the Mulliken partial charges, in e, on atoms 1 to 2: H 0.25; C -0.62

# 5
ORCA calculation (ωB97M-V/def2-TZVPD) on a 2-piece molecular cluster, C2H6N2O3 overall in a non-equilibrium geometry.

Output
* HOMO-LUMO gap: 9.7 eV
* HOMO energy: -9.3506 eV
* M: 106.08 g/mol
* SMILES string: NC(=O)O.NC=O
* E: -11294.46823 eV

Each atom is followed by the atoms it is bonded to, with distances in Å.
Positions of all 13 atoms, in Å:
1 N 2.304 -1.064 0.962  C2 1.408, H6 1.003, H7 1.014
2 C 1.547 -0.447 -0.052  N1 1.408, O4 1.373, O10 1.218
3 N -2.143 1.691 -0.172  C9 1.356, H11 1.041, H12 0.991
4 O 2.394 -0.099 -1.076  C2 1.373, H8 1.002
5 H -1.654 0.402 1.384  C9 1.136
6 H 1.827 -1.429 1.766  N1 1.003
7 H 3.252 -0.729 1.094  N1 1.014
8 H 2.977 -0.890 -1.270  O4 1.002
9 C -2.171 0.449 0.374  N3 1.356, H5 1.136, O13 1.237
10 O 0.370 -0.144 0.034  C2 1.218
11 H -1.650 2.433 0.368  N3 1.041
12 H -2.389 1.836 -1.120  N3 0.991
13 O -2.733 -0.510 -0.168  C9 1.237

These are the Mulliken partial charges, in e, on atoms 1 to 2: N -0.45; C 0.63

# 6
ORCA calculation (ωB97M-V/def2-TZVPD) on one molecule with the formula C2H6N2O3 in a non-equilibrium geometry.

Output
* HOMO-LUMO gap: 10.1 eV
* HOMO energy: -9.3039 eV
* M: 106.08 g/mol
* SMILES string: C=NNC(O)(O)O
* E: -11291.96595 eV

Each atom is followed by the atoms it is bonded to, with distances in Å.
Positions of all 13 atoms, in Å:
1 O 1.146 0.696 1.292  C3 1.453, H10 0.999
2 H -2.470 0.936 -0.426  C12 1.017
3 C 1.073 -0.054 0.049  O1 1.453, O4 1.385, O5 1.346, N9 1.463
4 O 1.969 0.550 -0.817  C3 1.385, H6 0.922
5 O 1.167 -1.388 0.196  C3 1.346, H8 0.975
6 H 2.514 -0.168 -1.012  O4 0.922
7 H -3.416 -0.533 0.401  C12 1.167
8 H 0.280 -1.793 0.186  O5 0.975
9 N -0.257 0.207 -0.502  C3 1.463, H11 0.996, N13 1.477
10 H 2.113 0.945 1.252  O1 0.999
11 H -0.291 1.187 -0.675  N9 0.996
12 C -2.469 0.002 -0.022  H2 1.017, H7 1.167, N13 1.261
13 N -1.359 -0.588 0.079  N9 1.477, C12 1.261

These are the Mulliken partial charges, in e, on atoms 1 to 2: O -0.52; H 0.29

# 7
ORCA calculation (ωB97M-V/def2-TZVPD) on an isolated ion of composition C2H6N2O3P and charge -1 in a non-equilibrium geometry.

Output
* HOMO-LUMO gap: 8.2 eV
* HOMO energy: -4.4656 eV
* M: 137.06 g/mol
* SMILES string: [H]/N=C(\C)O[P@@](=N)([O-])O
* E: -20585.79941 eV
* total charge: -1

Each atom is followed by the atoms it is bonded to, with distances in Å.
Positions of all 14 atoms, in Å:
1 O -0.348 0.309 -1.083  C6 1.323, P10 1.822
2 H -0.726 -2.154 0.335  C14 1.072
3 N 1.962 0.039 0.301  H7 1.011, P10 1.540
4 H 1.107 1.972 0.565  O11 1.038
5 O 1.944 0.791 -2.277  P10 1.491
6 C -0.953 0.018 0.057  O1 1.323, N12 1.304, C14 1.507
7 H 2.551 -0.691 -0.078  N3 1.011
8 H -2.195 -1.564 0.972  C14 1.071
9 H -1.385 0.488 1.864  N12 1.054
10 P 1.389 0.823 -0.893  O1 1.822, N3 1.540, O5 1.491, O11 1.555
11 O 1.253 2.296 -0.411  H4 1.038, P10 1.555
12 N -0.903 0.896 1.020  C6 1.304, H9 1.054
13 H -2.229 -1.831 -0.578  C14 1.177
14 C -1.468 -1.391 0.205  H2 1.072, C6 1.507, H8 1.071, H13 1.177

These are the Mulliken partial charges, in e, on atoms 1 to 2: O -0.46; H 0.28

# 8
ORCA calculation (ωB97M-V/def2-TZVPD) on a 2-piece molecular cluster, C2H6N2O4 overall in a non-equilibrium geometry.

Output
* HOMO-LUMO gap: 10.7 eV
* HOMO energy: -10.7631 eV
* M: 122.08 g/mol
* SMILES string: C[N+](=O)[O-].C[N+](=O)[O-]
* E: -13335.72318 eV

Each atom is followed by the atoms it is bonded to, with distances in Å.
Positions of all 14 atoms, in Å:
1 C -2.918 0.875 -0.563  H6 1.084, N8 1.475, H10 1.086, H11 1.086
2 N 2.825 -0.621 1.153  O5 1.201, O12 1.201, C13 1.477
3 H 2.668 -0.519 -0.915  C13 1.086
4 H 1.514 0.426 -0.013  C13 1.087
5 O 3.922 -0.135 1.121  N2 1.201
6 H -3.236 1.335 0.365  C1 1.084
7 O -0.916 0.517 0.515  N8 1.206
8 N -1.667 0.127 -0.344  C1 1.475, O7 1.206, O9 1.204
9 O -1.410 -0.784 -1.089  N8 1.204
10 H -3.639 0.151 -0.932  C1 1.086
11 H -2.756 1.663 -1.294  C1 1.086
12 O 2.334 -1.125 2.126  N2 1.201
13 C 1.993 -0.547 -0.065  N2 1.477, H3 1.086, H4 1.087, H14 1.079
14 H 1.286 -1.363 -0.065  C13 1.079

These are the Mulliken partial charges, in e, on atoms 1 to 2: C -0.67; N 0.87

# 9
ORCA calculation (ωB97M-V/def2-TZVPD) on a 2-piece molecular cluster, C2H6N2O4 overall in a non-equilibrium geometry.

Output
* HOMO-LUMO gap: 10.9 eV
* HOMO energy: -10.9210 eV
* M: 122.08 g/mol
* SMILES string: C[N+](=O)[O-].C[N+](=O)[O-]
* E: -13335.15582 eV

Each atom is followed by the atoms it is bonded to, with distances in Å.
Positions of all 14 atoms, in Å:
1 H -13.110 13.715 -20.679  C9 1.090
2 H -12.780 14.087 -19.018  C9 1.090
3 N -11.250 11.790 -22.406  O5 1.247, O10 1.156, C11 1.482
4 H -14.045 12.904 -19.252  C9 1.090
5 O -11.072 13.021 -22.311  N3 1.247
6 N -14.615 14.822 -19.705  C9 1.468, O12 1.177, O14 1.182
7 H -11.192 11.154 -24.337  C11 1.090
8 H -12.600 12.101 -23.991  C11 1.090
9 C -13.578 13.784 -19.696  H1 1.090, H2 1.090, H4 1.090, N6 1.468
10 O -11.107 11.045 -21.533  N3 1.156
11 C -11.980 11.295 -23.598  N3 1.482, H7 1.090, H8 1.090, H13 1.090
12 O -15.755 14.548 -19.595  N6 1.177
13 H -12.672 10.492 -23.345  C11 1.090
14 O -14.230 15.910 -19.962  N6 1.182

These are the Mulliken partial charges, in e, on atoms 1 to 2: H 0.20; H 0.28

# 10
ORCA calculation (ωB97M-V/def2-TZVPD) on an isolated ion of composition C2H6N2O6S2 and charge -2 in a non-equilibrium geometry.

Output
* HOMO-LUMO gap: 7.4 eV
* HOMO energy: -1.3764 eV
* M: 218.21 g/mol
* SMILES string: CCNN(S(=O)(=O)[O-])S(=O)(=O)[O-]
* E: -39105.62254 eV
* total charge: -2

Each atom is followed by the atoms it is bonded to, with distances in Å.
Positions of all 18 atoms, in Å:
1 C 0.238 -0.089 0.398  C4 1.637, H8 1.123, H10 1.147, N16 1.474
2 O -0.056 3.266 3.944  S3 1.444
3 S -0.802 2.741 2.825  O2 1.444, O5 1.419, O9 1.459, N12 1.740
4 C 0.122 0.019 -1.232  C1 1.637, H11 1.143, H13 1.202, H14 1.110
5 O -2.158 2.382 3.040  S3 1.419
6 H -1.448 1.056 1.154  N16 1.113
7 O -1.558 -0.669 2.681  S17 1.467
8 H 1.305 -0.024 0.742  C1 1.123
9 O -0.651 3.588 1.647  S3 1.459
10 H -0.159 -1.100 0.766  C1 1.147
11 H 1.158 -0.195 -1.665  C4 1.143
12 N 0.108 1.311 2.432  S3 1.740, N16 1.451, S17 1.691
13 H -0.641 -0.850 -1.561  C4 1.202
14 H -0.293 1.014 -1.495  C4 1.110
15 O -0.701 0.385 4.680  S17 1.444
16 N -0.339 1.089 1.069  C1 1.474, H6 1.113, N12 1.451
17 S -0.408 -0.027 3.327  O7 1.467, N12 1.691, O15 1.444, O18 1.496
18 O 0.762 -0.959 3.336  S17 1.496

These are the Mulliken partial charges, in e, on atoms 1 to 2: C -0.46; O -0.69